Here is a structure of composition C30H31CoN4O2Si from OMol25. Energies are from ωB97M-V/def2-TZVPD.

Its expectation value of S² is 3.76. The HOMO energy (spin up / spin down) is -10.7 / -10.7 eV. The max |F| comes out at 0.44 eV/Å.

Geometry as ORCA input:
```
! wB97M-V def2-TZVPD RIJCOSX def2/J DEFGRID3
* xyz 1 4
Co 1.54130 0.71926 0.16724
C 5.80977 0.72547 0.54120
C 4.44847 0.14152 0.77515
O 3.53609 0.29437 -0.05575
N 4.26597 -0.54448 1.90750
C 3.02622 -1.23552 2.24484
C 2.03342 -0.36525 2.97763
C 1.71729 -0.58210 4.30557
C 0.75960 0.21757 4.91302
C 0.15138 1.21653 4.17365
C 0.52691 1.37704 2.85395
N 1.44746 0.60734 2.26544
H 5.90963 0.98809 -0.50733
H 6.59809 0.02663 0.82046
H 5.92293 1.62729 1.14655
H 5.03718 -0.60228 2.55250
H 3.27593 -2.10211 2.85055
H 2.57611 -1.59872 1.32182
H 2.20713 -1.37741 4.85288
H 0.48859 0.05580 5.94909
H -0.61040 1.85443 4.60013
H 0.07388 2.14165 2.23415
O 0.07233 -0.13248 -0.46375
Si -1.24513 -0.90068 -1.00717
C -2.45065 -1.05728 0.42085
C -1.97120 -1.00005 1.73415
C -2.82275 -1.14633 2.82317
C -4.18096 -1.35213 2.61642
C -4.67954 -1.41291 1.32160
C -3.82224 -1.26463 0.23748
C -2.07462 0.04356 -2.39179
C -3.07614 0.98861 -2.14078
C -3.64360 1.72797 -3.17210
C -3.21814 1.53176 -4.48086
C -2.23268 0.59167 -4.75385
C -1.67277 -0.14724 -3.71836
C -0.76092 -2.59323 -1.62137
C 0.57449 -3.00483 -1.61119
C 0.93959 -4.27437 -2.04578
C -0.03261 -5.15399 -2.50028
C -1.36594 -4.76236 -2.52267
C -1.72375 -3.49395 -2.08813
H -0.90738 -0.84983 1.90201
H -2.42787 -1.10825 3.83309
H -4.84935 -1.46709 3.46108
H -5.73827 -1.57447 1.15681
H -4.23347 -1.30566 -0.76726
H -3.43356 1.13918 -1.12492
H -4.42840 2.44498 -2.95828
H -3.66594 2.09848 -5.28830
H -1.90935 0.42551 -5.77472
H -0.91400 -0.89070 -3.94757
H 1.33956 -2.31464 -1.26574
H 1.98085 -4.57561 -2.03459
H 0.24702 -6.14308 -2.84025
H -2.12597 -5.44671 -2.88005
H -2.77095 -3.20316 -2.11230
C -0.75628 3.21547 -0.43128
C 0.69240 3.54815 -0.49609
N 1.70738 2.72639 -0.28060
C 2.87147 3.45884 -0.45099
C 2.55390 4.73177 -0.77844
N 1.17507 4.76951 -0.79915
H -0.88150 2.14487 -0.28640
H -1.25768 3.48213 -1.36240
H -1.24598 3.75139 0.38539
H 3.84524 3.00867 -0.35765
H 3.16514 5.58896 -1.00489
H 0.61215 5.57265 -1.02235
*
```



Here is a structure of composition C30H31F5N8OSTi in a non-equilibrium geometry from OMol25. Energies are from ωB97M-V/def2-TZVPD.

Its expectation value of S² is 2.01. The HOMO energy (spin up / spin down) is -6.1 / -6.7 eV. The max |F| comes out at 4.21 eV/Å.

Geometry as ORCA input:
```
! wB97M-V def2-TZVPD RIJCOSX def2/J DEFGRID3
* xyz 0 3
Ti 9.16191 13.78819 6.51609
O 13.46751 14.04747 7.18830
H 13.56058 14.31621 6.26997
H 14.17296 13.40641 7.31569
N 11.98670 19.98273 4.77146
C 12.15583 21.31765 5.14125
C 12.61360 22.45836 4.47556
C 12.75775 23.59029 5.25370
C 12.59265 23.58139 6.66000
C 12.11509 22.43004 7.30169
C 11.92211 21.28449 6.52962
N 11.54394 20.04880 6.95830
C 11.65708 19.26748 5.91587
C 11.33538 17.83212 6.00031
C 11.30103 16.93038 4.92947
C 11.07439 15.58908 5.11979
N 10.75148 15.05671 6.34754
C 10.91079 15.90267 7.40133
C 11.19234 17.27382 7.27133
H 12.25065 19.57424 3.88972
H 12.70829 22.38960 3.41267
H 13.03905 24.51675 4.71472
H 12.70604 24.49473 7.27568
H 11.94866 22.35682 8.34737
H 11.41678 17.38020 3.90831
H 11.00824 14.92152 4.24243
H 10.71251 15.52154 8.37581
H 11.26771 17.90253 8.19149
F 13.13763 8.75318 5.32030
C 12.40218 9.58917 6.06742
C 12.61039 9.70241 7.43942
F 13.64934 8.96668 7.94088
C 11.82689 10.54118 8.23184
F 12.06805 10.50535 9.56708
C 10.96260 11.46178 7.54309
S 9.96364 12.70683 8.41913
C 10.86341 11.32196 6.14873
F 10.40424 12.47525 5.47253
C 11.54778 10.44534 5.37080
F 11.55176 10.52524 4.02308
C 7.84992 11.31724 5.23514
N 7.41235 12.13029 6.39079
C 6.08694 12.77967 6.04642
N 5.06848 11.82741 5.60342
C 5.56789 11.09488 4.44221
N 6.79137 10.32731 4.80060
C 6.55220 9.41874 5.96590
N 6.12596 10.20215 7.16494
C 7.14948 11.22514 7.51728
C 4.90062 10.89226 6.77098
H 8.71828 10.76227 5.50781
H 8.09192 12.01770 4.40762
H 6.29453 13.47313 5.27047
H 5.65720 13.28755 6.94879
H 5.84752 11.82319 3.63856
H 4.78862 10.41372 4.00637
H 7.44534 8.85460 6.24687
H 5.71653 8.72115 5.77089
H 8.04114 10.72189 7.85878
H 6.74323 11.81093 8.34465
H 4.48942 11.41319 7.61756
H 4.15282 10.15340 6.41571
C 7.69111 15.32473 9.47773
C 7.50942 15.94286 8.18172
C 7.00806 17.20014 7.78916
C 6.80570 17.20382 6.40489
C 7.32723 15.98203 5.92615
C 7.49627 15.52025 4.50348
N 7.84820 15.26490 6.98357
H 6.90836 15.72869 10.13691
H 8.73147 15.42242 9.82705
H 7.54737 14.23934 9.33312
H 6.68811 17.96120 8.45166
H 6.18812 17.98153 5.90772
H 6.56654 15.28915 3.96800
H 8.18012 14.58987 4.47034
H 8.05918 16.32246 3.99420
*
```



Here is the ion C30H32Br2N3 with charge +1 in a non-equilibrium geometry from OMol25. Energies are from ωB97M-V/def2-TZVPD.

Its SMILES is CC(C)n1n[n+](C(C)C)c(-c2ccccc2)c1C[C@H](/C=C/c1ccc(Br)cc1)c1ccc(Br)cc1. The value obtained for the energy relative to the best compared isomer or geometry (same formula, charge and spin) is 0.0000 eV. The HOMO energy is -10.5 eV. The max |F| comes out at 2.49 eV/Å.

Geometry as ORCA input:
```
! wB97M-V def2-TZVPD RIJCOSX def2/J DEFGRID3
* xyz 1 1
C -4.07746 1.00258 3.69786
C -3.50067 0.72363 2.32180
C -4.27275 -0.41643 1.64753
N -2.10438 0.33156 2.43235
N -1.92439 -0.95217 2.13684
N -0.61955 -1.14983 2.17207
C -0.14689 -2.58146 2.20833
C -0.72754 -3.38684 1.04626
C -0.55574 -3.22813 3.54093
C 0.03921 0.01372 2.51918
C 1.48424 0.04150 2.42759
C 2.17864 0.16558 3.64123
C 3.57064 0.24035 3.65988
C 4.28210 0.17452 2.45588
C 3.61414 0.00973 1.22898
C 2.21787 -0.05304 1.20644
C -0.91782 0.96864 2.83665
C -0.69802 2.52004 3.13364
C 0.09770 3.27939 4.21800
C -0.28405 3.07455 5.69846
C 0.12761 2.03073 6.42697
C -0.24352 1.71674 7.79100
C 0.12954 0.45386 8.29345
C -0.29210 0.02012 9.53975
C -1.08179 0.85465 10.34348
Br -1.68548 0.23519 12.02127
C -1.42325 2.13918 9.88517
C -0.99991 2.58232 8.62922
C 0.12922 4.86189 3.93594
C 0.98496 5.32025 2.92676
C 1.10091 6.67647 2.56373
C 0.42907 7.65943 3.29807
Br 0.56280 9.47830 2.81033
C -0.34099 7.25763 4.39274
C -0.46701 5.88079 4.71397
H -5.13965 1.29906 3.64046
H -4.01255 0.08651 4.31327
H -3.51204 1.81332 4.18166
H -3.60447 1.60462 1.67840
H -5.34135 -0.18560 1.56976
H -3.91890 -0.61531 0.63038
H -4.18516 -1.35144 2.21293
H 0.93687 -2.53756 2.12990
H -0.49191 -4.45462 1.19382
H -1.81809 -3.28475 0.99793
H -0.27944 -3.07540 0.09333
H -0.23524 -4.28219 3.55148
H -0.07260 -2.71346 4.38636
H -1.64930 -3.20691 3.65891
H 1.58266 0.12885 4.55353
H 4.08020 0.35759 4.61150
H 5.37395 0.24593 2.47044
H 4.17557 -0.05307 0.29978
H 1.66795 -0.18753 0.27145
H -0.20976 2.83611 2.18416
H -1.75387 2.91114 3.18253
H 1.17268 3.00401 4.15880
H -0.68450 3.94368 6.20988
H 0.83710 1.34476 5.95296
H 0.73272 -0.19732 7.65881
H -0.02580 -0.96873 9.88796
H -2.03224 2.77428 10.51539
H -1.26458 3.58089 8.27872
H 1.64352 4.59805 2.42881
H 1.71227 6.96514 1.71010
H -0.84389 8.01765 4.98980
H -1.00765 5.67385 5.63974
*
```